Molecular formula: C11H12Cl4LuN6O2
Method: DFT, ωB97M-V/def2-TZVPD

Calculated values
* maximum force: 0.0816 Eh/bohr
* electronic energy: -108345.6180 eV
* net charge: -1
* Kohn-Sham gap (spin up / spin down): 0.132 / 0.132 Eh

XYZ file:
```
36
Properties=species:S:1:pos:R:3:lowdin_charge:R:1
Lu -1.8222 -13.9182 -1.4646 1.47
Cl -4.2932 -18.5880 2.7906 0.62
C -4.2164 -17.4263 1.5187 -0.73
C -5.3630 -17.1773 0.7196 -0.79
Cl -6.6954 -18.1881 0.8133 0.67
C -5.2849 -16.0352 -0.0837 -0.62
Cl -6.6549 -15.4533 -0.9388 0.66
C -3.9807 -15.4708 -0.4415 -0.39
O -3.8609 -14.5015 -1.3375 -0.30
C -2.8186 -15.9224 0.2229 -0.38
O -1.6263 -15.3474 -0.0407 -0.32
C -3.0019 -16.8148 1.3224 -0.72
Cl -1.6425 -17.1209 2.2049 0.75
N -2.4880 -14.7425 -5.8673 0.13
N -1.3611 -14.4422 -5.0215 -0.26
N -0.3434 -13.7762 -5.5175 0.11
C 0.2409 -13.2740 -4.4137 -0.16
N -0.3952 -13.6615 -3.2832 -0.06
N -1.5802 -14.2563 -3.7042 -0.03
H -2.0908 -15.3155 -6.6190 0.10
H -2.9842 -15.3872 -5.2406 0.10
H 1.1522 -12.6833 -4.3538 0.12
C -0.8534 -10.2970 0.7691 -0.12
C -0.6148 -11.3547 -0.3307 -0.88
C -0.7874 -10.6757 -1.7397 -0.10
C 0.8764 -11.8003 -0.0417 -0.10
N -1.4614 -12.3852 -0.1319 -0.23
H -0.2235 -9.4191 0.7107 0.04
H -0.5726 -10.8089 1.7282 0.08
H -1.8614 -9.9059 0.8335 0.06
H -0.0095 -9.8812 -1.8907 0.06
H -1.7331 -10.1708 -1.8244 0.05
H -0.7001 -11.3725 -2.6121 0.02
H 1.5685 -11.0281 -0.1712 0.02
H 1.3022 -12.5287 -0.7578 0.05
H 0.9947 -12.2340 0.9927 0.08
```

=====

Molecular formula: C22H58F6HfN4O14S2
Method: DFT, ωB97M-V/def2-TZVPD

Calculated values
* maximum force: 0.1964 Eh/bohr
* electronic energy: -97636.5772 eV
* net charge: +2
* Kohn-Sham gap: 0.060 Eh

XYZ file:
```
107
Properties=species:S:1:pos:R:3:lowdin_charge:R:1
Hf -14.5616 7.4606 -8.5177 2.36
C -12.1540 3.8555 -11.1230 -0.60
F -10.9597 3.3856 -11.6296 0.15
F -12.9274 4.3113 -12.1102 0.13
F -12.7959 2.9063 -10.4546 0.16
S -11.7987 5.3428 -10.0883 0.53
O -11.3488 4.8146 -8.8236 -0.28
O -10.7322 6.0974 -10.7280 -0.23
O -12.9954 6.1100 -9.7461 -0.44
C -15.7553 8.9014 -12.9975 -0.64
F -15.5694 8.7450 -14.3424 0.16
F -15.4660 10.0931 -12.5390 0.16
F -16.9784 8.5785 -12.6701 0.15
S -14.6999 7.5991 -12.2006 0.59
O -15.0141 7.5912 -10.7265 -0.43
O -15.0578 6.3530 -12.8312 -0.23
O -13.2975 7.9088 -12.4239 -0.25
C -12.4447 10.2001 -14.0253 -0.19
O -11.9382 11.3486 -14.5991 -0.10
H -12.4542 9.4526 -14.8185 0.08
H -11.7391 9.9771 -13.2250 0.08
H -13.4211 10.4206 -13.5938 0.06
H -11.0299 11.2504 -14.8940 0.10
C -12.8990 6.3305 -15.2834 -0.17
O -12.3544 6.1126 -16.5748 -0.09
H -12.1483 6.6784 -14.5739 0.07
H -13.5488 7.2010 -15.1931 0.05
H -13.4932 5.4848 -14.9374 0.07
H -12.1740 6.9674 -16.9726 0.08
C -17.7150 -0.6971 -14.2869 -0.06
C -17.2216 0.2652 -15.4117 -0.43
C -15.9418 1.0057 -15.0302 -0.19
O -16.2333 1.9001 -13.9676 -0.20
C -15.4657 3.0940 -14.0136 -0.12
N -16.9382 -0.6365 -16.5260 0.02
H -17.2059 -1.6454 -14.4588 0.08
H -18.7836 -0.8476 -14.4400 0.07
H -17.7931 -0.4029 -13.2402 0.07
H -18.0307 0.9266 -15.7214 0.13
H -15.6383 1.5696 -15.9123 0.12
H -15.1566 0.3438 -14.6649 0.14
H -15.4707 3.6540 -14.9487 0.09
H -14.4492 2.8343 -13.7181 0.08
H -15.8034 3.7388 -13.2022 0.06
H -16.8787 0.0313 -17.2813 0.07
H -17.7623 -1.1889 -16.7154 0.08
C -19.7826 10.6464 -12.4961 -0.06
C -19.1960 12.0042 -12.4214 -0.42
C -20.2467 13.0015 -11.7891 -0.17
O -21.3916 13.0723 -12.6541 -0.22
C -22.6545 13.2428 -12.0382 -0.09
N -17.9332 11.9686 -11.6733 0.03
H -20.5491 10.5740 -13.2676 0.10
H -20.1198 10.3939 -11.4908 0.08
H -19.0156 9.8753 -12.5687 0.04
H -18.9731 12.4906 -13.3710 0.14
H -19.9273 14.0406 -11.7086 0.13
H -20.5558 12.5669 -10.8385 0.11
H -23.0556 12.3287 -11.6005 0.09
H -23.1924 13.5559 -12.9331 0.10
H -22.5757 14.1204 -11.3966 0.09
H -17.4505 12.8483 -11.5581 0.07
H -17.2357 11.5006 -12.2342 0.03
C -15.9642 3.2558 -9.5125 -0.02
C -15.9596 4.7650 -9.6917 -0.40
C -17.4153 5.2770 -9.7535 -0.17
O -17.3508 6.6783 -9.8639 -0.24
C -18.5285 7.2441 -10.5015 -0.04
N -15.2508 5.1759 -8.4931 -0.03
H -16.2578 2.6989 -10.4023 0.11
H -16.6970 2.8330 -8.8252 0.11
H -14.9727 2.8724 -9.2713 0.09
H -15.4275 5.0045 -10.6123 0.13
H -18.0330 5.0508 -8.8843 0.14
H -17.9617 4.7500 -10.5358 0.15
H -19.3490 7.3645 -9.7942 0.11
H -18.8789 6.7376 -11.4008 0.11
H -18.2668 8.2245 -10.8996 0.06
H -15.9084 4.7202 -7.8767 0.12
H -14.5965 4.4112 -8.4079 0.10
C -14.5678 10.6660 -19.5596 -0.06
C -15.2251 10.9006 -18.1769 -0.40
C -16.5381 10.0184 -18.0989 -0.17
O -17.1483 10.2946 -16.8352 -0.21
C -18.0960 9.3236 -16.5573 -0.15
N -14.2971 10.4904 -17.1301 0.05
H -14.4079 9.6190 -19.8173 0.08
H -13.7037 11.2946 -19.7747 0.08
H -15.3703 10.9939 -20.2203 0.07
H -15.5614 11.9309 -18.0604 0.14
H -16.3727 8.9411 -18.0958 0.12
H -17.2371 10.1879 -18.9179 0.13
H -18.7178 9.5269 -15.6854 0.08
H -17.6907 8.3186 -16.4396 0.09
H -18.7977 9.3166 -17.3914 0.09
H -14.9249 10.0641 -16.4635 0.03
H -13.9801 11.3251 -16.6580 0.07
C -14.4370 10.7199 -9.4917 -0.11
C -13.1938 10.1615 -10.2165 -0.16
O -12.8414 8.9922 -9.4963 -0.13
O -15.3620 9.6981 -8.9354 -0.15
H -14.8370 11.6223 -9.9541 0.15
H -14.0002 11.2492 -8.6448 0.13
H -12.3563 10.8485 -10.0950 0.16
H -13.2754 10.0512 -11.2978 0.09
H -11.8980 8.8781 -9.6325 0.14
H -16.1987 10.1406 -8.7746 0.13
```

=====

Molecular formula: C4H11NO
Method: DFT, ωB97M-V/def2-TZVPD

Calculated values
* 2S+1: 2
* maximum force: 0.1062 Eh/bohr
* electronic energy: -7853.0530 eV
* relative energy (zero: lowest compared OMol25 entry of this formula, charge and spin): 317.3 kJ/mol
* net charge: +1
* expectation value of S²: 0.7551
* Kohn-Sham gap (spin up / spin down): 0.438 / 0.223 Eh

XYZ file:
```
17
Properties=species:S:1:pos:R:3:lowdin_spin:R:1
C -1.4030 0.2837 -0.4965 0.09
O -2.4870 -0.3203 0.1934 0.01
C 0.0045 0.3489 0.2117 0.07
C 1.1690 0.5482 -0.7504 0.02
C 2.4004 0.2797 0.0085 0.03
N 0.3155 -0.9784 0.9322 0.70
H -1.2310 -0.1097 -1.5012 0.00
H -1.6743 1.3201 -0.8102 0.02
H -3.0695 -0.9450 -0.3125 0.00
H -0.0122 1.1703 0.9917 0.00
H 1.2412 -0.2638 -1.4857 0.00
H 1.1612 1.4624 -1.3244 0.00
H 3.2258 0.8093 -0.6594 0.00
H 2.6099 -0.8447 -0.1004 0.02
H 2.7335 0.6978 1.0059 0.00
H -0.1100 -1.8511 0.5075 0.02
H -0.2119 -0.7970 1.7768 0.02
```

=====

Molecular formula: C2H4ClF
Method: DFT, ωB97M-V/def2-TZVPD

Calculated values
* SMILES string: FCCCl
* maximum force: 0.0629 Eh/bohr
* electronic energy: -17377.6564 eV
* relative energy (zero: lowest compared OMol25 entry of this formula, charge and spin): 121.9 kJ/mol
* net charge: 0
* Kohn-Sham gap: 0.431 Eh

XYZ file:
```
8
Properties=species:S:1:pos:R:3:lowdin_charge:R:1
F 1.3856 -1.2268 0.1317 -0.07
C 0.8098 -0.0517 -0.2724 -0.20
C -0.7167 0.1141 0.3130 -0.50
Cl -2.2919 -0.7426 -0.0680 0.48
H 0.8030 -0.0388 -1.3175 0.08
H 1.5582 0.6489 0.0492 0.11
H -0.6731 0.2512 1.3703 0.05
H -0.8748 1.0457 -0.2064 0.04
```

=====

Molecular formula: C53H35AsBr5N3O6SSn
Method: DFT, ωB97M-V/def2-TZVPD

Calculated values
* maximum force: 0.0081 Eh/bohr
* electronic energy: -500000.0743 eV
* relative energy (zero: lowest compared OMol25 entry of this formula, charge and spin): 467.6 kJ/mol
* net charge: 0
* Kohn-Sham gap (spin up / spin down): 0.210 / 0.226 Eh

XYZ file:
```
105
Properties=species:S:1:pos:R:3:lowdin_charge:R:1
Sn -0.1077 -0.0706 0.2338 1.55
Br -6.0881 3.5586 -0.8278 0.75
C -4.6167 2.9812 0.1860 -0.74
C -3.8931 3.9405 0.9825 -0.74
Br -4.4684 5.7208 1.0366 0.76
C -2.7752 3.5575 1.6807 -0.64
Br -1.8006 4.7489 2.7661 0.80
C -2.2990 2.2250 1.6252 -0.40
O -1.1713 1.8468 2.0937 -0.32
C -3.0819 1.2136 0.9197 -0.43
O -2.7046 0.0321 0.9132 -0.10
C -4.2303 1.6788 0.1612 -0.64
Br -5.1359 0.3583 -0.8163 0.83
O -1.5418 2.9053 -1.2931 0.06
C -1.3328 1.9598 -2.0315 -0.56
N -1.5855 1.9479 -3.4022 0.18
C -0.9735 0.7915 -4.0551 -0.20
C -0.8761 -0.1305 -2.7990 -0.36
O 0.2442 -1.0476 -2.8101 0.05
N -0.8299 0.7406 -1.6733 -0.03
C -1.8817 -0.0044 -4.9858 -0.19
C -3.2266 -0.4240 -4.3513 -0.17
C -4.1749 -0.6168 -5.5024 -0.02
C -3.5336 -0.5586 -6.6621 -0.03
C -2.0771 -0.3135 -6.4601 -0.11
C -1.3418 -1.2959 -5.5444 -0.08
C 0.4186 1.1450 -4.5905 -0.11
C 0.6734 1.3199 -5.9455 -0.03
C 1.9436 1.6497 -6.4046 -0.08
C 2.9869 1.8130 -5.5105 -0.09
C 2.7424 1.6701 -4.1511 -0.06
C 1.4743 1.3529 -3.6988 -0.01
H -1.6529 2.8335 -3.8772 0.16
H -3.5903 0.2910 -3.6107 0.13
H -5.2278 -0.8205 -5.3647 0.11
H -3.9719 -0.6840 -7.6424 0.11
H -1.5126 0.1214 -7.2685 0.12
H -0.2754 -1.3759 -5.7104 0.16
H -0.1216 1.2344 -6.6643 0.09
H 2.1090 1.7789 -7.4667 0.10
H 3.9795 2.0567 -5.8660 0.10
H 3.5418 1.7919 -3.4326 0.10
H 1.3188 1.2432 -2.6356 0.10
C 0.4848 2.6454 8.6199 -0.08
C -0.5165 1.7213 8.3618 -0.08
C -0.8764 1.4259 7.0539 -0.10
C -0.2249 2.0522 5.9975 -0.33
C 0.7466 3.0158 6.2598 -0.11
C 1.1041 3.3051 7.5674 -0.08
As -0.4930 1.5408 4.1119 1.46
C -0.9288 -0.3338 4.1508 -0.33
C -2.1272 -0.7549 4.7200 -0.11
C -2.4809 -2.0955 4.6817 -0.07
C -1.6476 -3.0172 4.0656 -0.07
C -0.4690 -2.5948 3.4678 -0.07
C -0.1119 -1.2551 3.4982 -0.13
C 1.3156 1.6104 3.4629 -0.37
C 1.6576 2.4148 2.3827 -0.10
C 2.9732 2.4402 1.9366 -0.06
C 3.9380 1.6669 2.5629 -0.07
C 3.5982 0.8746 3.6527 -0.07
C 2.2901 0.8504 4.1082 -0.11
H 0.7826 2.8513 9.6394 0.10
H -1.0191 1.2207 9.1790 0.11
H -1.6599 0.7023 6.8771 0.08
H 1.2277 3.5430 5.4441 0.10
H 1.8753 4.0387 7.7619 0.11
H -2.8094 -0.0388 5.1626 0.10
H -3.4135 -2.4178 5.1257 0.11
H -1.9199 -4.0643 4.0465 0.11
H 0.1814 -3.3117 2.9817 0.10
H 0.8040 -0.9308 3.0214 0.06
H 0.9025 3.0044 1.8807 0.09
H 3.2374 3.0589 1.0896 0.11
H 4.9565 1.6735 2.1980 0.11
H 4.3487 0.2689 4.1431 0.11
H 2.0267 0.2289 4.9567 0.12
S 0.5953 -4.4907 -2.2904 1.04
C 0.4234 -3.4736 -0.8800 -0.41
N -0.2310 -2.3867 -0.9912 0.02
C -0.5921 -2.1278 -2.3744 -0.46
C -1.8652 -1.3226 -2.5767 -0.05
C -2.7966 -1.7469 -3.7012 -0.14
C -2.0389 -2.4734 -4.8407 -0.17
C -1.0925 -3.5343 -4.3247 -0.01
C -0.4394 -3.3688 -3.1815 -0.41
H 0.8983 -3.7749 0.0461 0.09
H -2.4186 -1.1680 -1.6494 0.13
H -3.6196 -2.3508 -3.3112 0.16
H -2.7633 -2.9551 -5.5009 0.15
H -0.9617 -4.4375 -4.9091 0.12
Br 3.7140 -4.6809 3.3676 0.71
C 4.2097 -3.8174 1.7495 -0.68
C 5.2435 -4.3325 0.9856 -0.13
C 5.5895 -3.6795 -0.1918 -0.07
C 4.9133 -2.5366 -0.5913 -0.01
C 3.8729 -2.0388 0.1816 -0.13
C 3.5187 -2.6842 1.3613 -0.09
C 3.1190 -0.8044 -0.2700 -0.60
O 3.5688 -0.1143 -1.1663 0.06
O 2.0168 -0.6120 0.3763 -0.29
H 5.7671 -5.2233 1.3024 0.10
H 6.3953 -4.0730 -0.7976 0.11
H 5.1747 -2.0144 -1.5012 0.12
H 2.7141 -2.2841 1.9650 0.09
```